Formula: C31H30Cl2F8N2O4S
Source: OMol25
Level of theory: ωB97M-V/def2-TZVPD

```
78
Properties=species:S:1:pos:R:3
C 2.107 -3.673 -2.803
H -4.171 -1.232 -2.561
C -4.580 2.656 4.750
H -3.529 -1.754 6.898
H 6.368 -2.164 -4.658
C -4.459 1.367 -1.589
C -0.080 0.191 0.750
H 4.897 1.184 0.705
F -1.220 -0.688 6.504
C 2.399 -3.544 -1.498
O -0.155 -3.547 -0.161
F -4.465 2.399 6.066
H -2.061 1.686 4.184
H 6.536 -0.737 -3.511
C 3.648 -1.327 -0.860
H 2.321 -2.841 -3.492
C 3.616 -0.038 -0.267
H 2.546 -4.432 -0.864
C -3.372 0.311 -1.303
H 2.337 3.852 0.275
H -2.321 1.721 -0.008
H -3.361 2.559 -3.101
O 7.282 -2.538 -2.823
F -5.872 3.009 4.535
Cl -5.641 3.198 -3.280
C 2.415 0.488 0.288
C -1.271 -0.176 -0.145
C -3.352 -0.979 -1.874
C -4.225 1.449 3.881
H -3.949 3.515 4.504
C 4.355 3.318 -0.448
N -2.235 -3.223 -2.184
C 2.926 3.942 -0.661
H 4.162 -1.399 -3.497
H 3.657 1.739 -1.802
C -4.300 1.987 -3.018
Cl -6.082 0.642 -1.328
H 4.638 -3.118 -3.211
O -2.574 -0.235 4.837
O -0.203 0.826 1.776
H -4.289 2.208 -0.892
C -2.305 -1.883 -1.592
C 1.266 -0.308 0.221
C -1.268 -1.471 -0.731
H 2.329 1.471 0.765
F -2.175 1.248 6.479
H 5.386 2.061 -1.902
H 1.606 -4.559 -3.215
H 5.115 4.031 -0.828
S -4.266 -4.912 -1.282
F -4.389 1.838 2.581
F -3.288 -0.410 8.354
C -0.062 -2.365 -0.396
F -5.101 0.440 4.085
C -4.356 0.955 -4.168
H 2.950 5.007 -0.943
C 4.550 1.947 -1.180
H -2.542 0.526 2.998
H -4.539 1.442 -5.141
H -3.343 0.504 -4.246
H 7.249 -3.479 -3.038
H 5.367 -2.719 -0.977
H 2.361 3.370 -1.424
N 4.802 0.810 -0.235
C 2.463 -2.139 -0.907
F -4.699 -0.165 6.715
C -2.789 0.898 3.993
C -2.324 0.708 -0.431
C 4.899 -2.064 -3.006
C -3.241 -3.839 -1.816
H 5.735 -0.995 -1.324
C -2.375 -0.054 6.200
C -3.495 -0.672 7.041
H -5.081 0.144 -3.979
H 4.526 3.259 0.645
C 1.273 -1.606 -0.366
C 6.331 -1.819 -3.605
C 4.991 -1.800 -1.456
```

**Orbital gap**: 8.44 eV
**Electronic energy**: -101421.553 eV
**Max |F|**: 2.672 eV/A
**Lowest unoccupied orbital energy**: -0.03295 hartree
**HOMO**: -9.33 eV

These are the Mulliken partial charges, in e, on atoms 1 to 8:
1. C -0.948
2. H 0.419
3. C 0.093
4. H 0.235
5. H 0.380
6. C -0.499
7. C -0.239
8. H 0.441



Formula: C3H8N2S
Source: OMol25
Level of theory: ωB97M-V/def2-TZVPD

```
14
Properties=species:S:1:pos:R:3
H -1.482 -1.851 -0.260
H -1.641 -0.431 0.410
N 0.013 1.142 -0.956
H 0.463 0.416 1.744
H 1.931 -0.232 1.037
H 0.204 2.031 -2.901
S 0.686 -0.362 -1.271
H 1.023 -1.188 2.019
C 0.943 -0.399 1.340
N 0.315 -1.150 0.228
H -1.215 -1.900 1.520
C 0.020 2.049 -1.843
C -1.075 -1.289 0.533
H -0.185 3.166 -1.600
```

**Orbital gap**: 9.53 eV
**Electronic energy**: -17053.614 eV
**Structure (SMILES)**: C=NSN(C)C
**Max |F|**: 3.440 eV/A
**Lowest unoccupied orbital energy**: 0.03236 hartree
**ΔE to the lowest compared entry with this formula, charge and spin**: 71.87 kcal/mol
**HOMO**: -8.65 eV

These are the Mulliken partial charges, in e, on atoms 1 to 8:
1. H 0.366
2. H 0.419
3. N -0.312
4. H 0.364
5. H 0.377
6. H 0.249
7. S 0.008
8. H 0.472



Formula: CHF3N2S
Source: OMol25
Level of theory: ωB97M-V/def2-TZVPD

```
8
Properties=species:S:1:pos:R:3
S 2.707 -1.542 -0.280
N 1.301 0.483 0.429
C -2.105 -1.381 0.262
F -0.896 -2.025 0.503
H 0.782 1.037 1.073
F -3.097 -2.312 0.207
N 1.852 -0.589 0.485
F -2.004 -0.745 -0.892
```

**Orbital gap (spin up / spin down)**: 8.08 / 8.03 eV
**⟨S²⟩**: 2.01
**Electronic energy**: -23016.006 eV
**Max |F|**: 4.795 eV/A
**Lowest unoccupied orbital energy (spin up / spin down)**: 0.00590 / -0.05832 hartree
**ΔE to the lowest compared entry with this formula, charge and spin**: 27.99 kcal/mol
**Spin multiplicity**: 3
**HOMO (spin up / spin down)**: -7.92 / -9.62 eV

Here is what Mulliken gives for the atomic charges, in e:
1. S -0.119
2. N -0.461
3. C 0.441
4. F -0.148
5. H 0.243
6. F -0.165
7. N 0.341
8. F -0.133